No. 1
Computed, not measured: a structure of composition C9H16BF3IrN5O6P2, with ωB97M-V/def2-TZVPD.

Last column: Löwdin charge in e.
Cartesian coordinates (Å):
Ir  -0.865  0.711  -0.205  1.3737
N  -1.815  -2.382  2.038  0.1689
C  -0.423  -2.633  1.590  -0.5276
C  0.174  -3.841  2.255  -0.0684
P  -0.576  -2.726  -0.257  0.3275
O  -1.611  -4.004  -0.251  -0.1365
O  0.672  -3.040  -0.972  -0.2667
O  -1.416  -1.521  -0.598  -0.3909
P  0.507  -1.051  1.959  0.3104
O  1.322  -0.772  0.593  -0.1745
O  1.354  -1.203  3.147  -0.2554
O  -0.572  0.022  1.936  -0.4140
H  -2.429  -3.115  1.661  0.1562
H  -2.053  -1.471  1.593  0.1254
H  -1.876  -2.300  3.058  0.1800
H  -0.527  -4.675  2.266  0.0869
H  0.489  -3.596  3.270  0.0815
H  1.055  -4.145  1.693  0.0967
H  -1.468  -4.510  -1.047  0.0746
H  1.966  -1.437  0.339  0.0913
B  2.136  2.438  -0.759  -0.4514
N  0.951  3.326  -0.406  -0.0713
C  1.038  4.653  -0.230  -0.0681
C  -0.187  5.127  0.194  -0.0431
C  -0.991  3.988  0.259  -0.1256
N  -0.285  2.921  -0.101  -0.0502
N  1.776  1.189  -1.564  -0.0836
C  2.709  0.388  -2.097  -0.0707
C  2.082  -0.659  -2.747  -0.0417
C  0.725  -0.415  -2.560  -0.1567
N  0.564  0.704  -1.850  -0.0792
H  2.672  2.087  0.253  0.0753
H  2.920  3.085  -1.385  0.0761
H  1.946  5.187  -0.425  0.1241
H  -0.464  6.141  0.405  0.0951
H  -2.024  3.907  0.533  0.1022
H  3.750  0.603  -1.962  0.1296
H  2.528  -1.482  -3.264  0.1011
H  -0.114  -0.987  -2.901  0.1074
F  -3.835  0.211  -1.066  0.0557
C  -3.023  1.258  -0.767  -0.5450
F  -3.692  1.931  0.221  0.0329
F  -3.089  2.088  -1.847  0.0483

Calculated total energy = -59578.036 eV
LUMO = -1.569 eV
Energy relative to the best compared isomer or geometry (same formula, charge and spin) = 384.3 kJ/mol
HOMO = -0.3188 Ha
HOMO-LUMO gap = 7.11 eV
Molar mass = 612.2 g mol⁻¹

---

No. 2
Computed, not measured: a cluster of 7 separate species, H14O7 in total, with ωB97M-V/def2-TZVPD.

Last column: Löwdin charge in e.
Cartesian coordinates (Å):
O  0.015  1.395  -2.510  -0.0506
H  -0.474  2.012  -3.048  0.0359
H  -0.118  1.641  -1.607  -0.0153
O  -2.605  0.866  -1.412  -0.1145
H  -2.037  0.058  -1.520  -0.0198
H  -2.729  0.872  -0.430  0.0440
O  2.718  0.728  1.770  -0.0268
H  2.894  1.146  0.994  -0.0240
H  1.746  0.736  1.741  -0.0018
O  -1.173  -1.455  -1.732  -0.0670
H  -0.315  -1.270  -2.167  0.0648
H  -1.666  -2.077  -2.317  0.0921
O  -0.116  -0.019  3.375  -0.0598
H  0.426  -0.265  4.146  0.0615
H  -1.011  -0.408  3.443  0.0590
O  0.181  0.777  0.317  -0.0313
H  -0.219  0.661  1.183  0.0306
H  0.621  0.011  0.025  -0.0389
O  1.448  -1.543  -0.389  -0.0504
H  0.545  -1.805  -0.199  0.0238
H  1.875  -2.067  0.328  0.0884

Calculated total energy = -14559.705 eV
SMILES = O.O.O.O.O.O.O
LUMO = 0.100 eV
Energy relative to the best compared isomer or geometry (same formula, charge and spin) = 169.5 kJ/mol
HOMO = -0.3756 Ha
HOMO-LUMO gap = 10.32 eV
Molar mass = 126.1 g mol⁻¹

---

No. 3
Computed, not measured: a cluster of 3 separate species, C32H62F5I2N8O5P2 in total, with ωB97M-V/def2-TZVPD.

Last column: Löwdin charge in e.
Cartesian coordinates (Å):
C  2.488  0.905  -1.530  0.2193
C  1.441  0.703  -2.082  -0.0727
C  0.191  0.475  -2.738  -0.0985
C  -0.609  -0.566  -2.218  -0.0560
C  -0.088  -1.267  -1.004  -0.0705
C  0.849  -2.473  -1.325  -0.3451
O  1.972  -2.455  -0.466  -0.0245
C  1.267  -2.627  -2.785  -0.2048
N  0.206  -3.267  -3.571  0.0459
C  -1.824  -0.864  -2.867  -0.1281
C  -2.618  -2.021  -2.320  -0.6400
I  -3.972  -1.395  -0.761  1.0444
C  -3.263  -3.001  -3.303  -0.2976
C  -3.298  -4.425  -2.719  -0.0868
C  -2.205  -0.082  -3.961  -0.1462
C  -3.528  -0.358  -4.631  -0.2312
O  -4.553  -0.414  -3.674  -0.2247
C  -5.769  0.155  -4.169  -0.1441
C  -6.914  -0.052  -3.190  -0.1845
O  -7.221  1.160  -2.532  -0.1424
C  -6.974  1.195  -1.127  -0.2633
C  -6.007  2.340  -0.820  -0.0708
N  -1.389  0.910  -4.422  -0.2607
I  -2.007  1.934  -6.145  1.2567
C  -0.206  1.224  -3.826  -0.0963
C  0.755  2.350  -4.247  -0.3900
F  0.975  3.124  -3.170  0.1500
F  0.299  3.204  -5.175  0.0069
C  2.144  1.810  -4.813  -0.5512
F  3.143  2.211  -4.055  0.1952
F  2.131  0.486  -4.949  0.1759
F  2.346  2.324  -6.022  0.1803
H  3.481  1.213  -1.290  0.0698
H  -0.916  -1.665  -0.429  0.0712
H  0.407  -0.574  -0.332  0.1218
H  0.290  -3.380  -1.081  0.1333
H  2.775  -2.523  -0.991  0.0898
H  1.620  -1.710  -3.254  0.1062
H  2.129  -3.305  -2.771  0.1235
H  0.271  -3.007  -4.545  0.0788
H  0.282  -4.272  -3.504  0.0873
H  -1.940  -2.650  -1.763  0.0368
H  -4.282  -2.738  -3.561  0.0959
H  -2.611  -3.044  -4.175  0.1019
H  -2.551  -4.574  -1.941  0.0694
H  -4.265  -4.599  -2.250  0.0711
H  -3.168  -5.172  -3.496  0.0773
H  -3.816  0.368  -5.379  0.0044
H  -3.438  -1.316  -5.156  0.1370
H  -6.023  -0.336  -5.114  0.1323
H  -5.664  1.230  -4.324  0.1384
H  -7.790  -0.316  -3.786  0.1272
H  -6.737  -0.884  -2.509  0.1059
H  -6.515  0.276  -0.767  0.0501
H  -7.922  1.412  -0.638  0.1176
H  -6.184  3.189  -1.471  0.0770
H  -4.992  1.963  -0.950  0.0481
H  -6.097  2.624  0.228  0.0754
O  -0.122  -2.935  1.531  -0.2879
P  -0.150  -3.335  2.979  0.6969
N  -1.828  -3.586  3.252  -0.3368
C  -2.759  -2.548  3.641  -0.1123
C  -2.384  -4.579  2.355  -0.1331
N  0.535  -1.955  3.696  -0.2994
C  0.011  -1.281  4.864  -0.1341
C  1.197  -1.005  2.803  -0.1212
N  0.372  -4.336  4.314  -0.2918
C  1.527  -5.183  3.955  -0.1258
C  -0.550  -5.086  5.158  -0.1266
H  -3.661  -3.011  4.050  0.0855
H  -3.045  -1.885  2.811  0.0696
H  -2.362  -1.937  4.448  0.0501
H  -1.952  -5.571  2.539  0.0748
H  -2.185  -4.310  1.310  0.0593
H  -3.461  -4.677  2.486  0.0851
H  -0.799  -0.589  4.605  0.0766
H  0.801  -0.699  5.345  0.0818
H  -0.344  -1.987  5.616  0.0769
H  0.481  -0.345  2.294  0.0818
H  1.776  -1.522  2.044  0.0614
H  1.891  -0.389  3.378  0.0804
H  1.245  -6.008  3.293  0.0804
H  1.991  -5.600  4.848  0.0795
H  2.284  -4.580  3.446  0.0797
H  -1.089  -5.882  4.633  0.0748
H  -1.270  -4.426  5.635  0.0742
H  0.034  -5.548  5.957  0.0869
O  4.141  2.341  1.357  -0.3157
P  4.143  3.707  1.990  0.6823
N  4.383  4.654  0.573  -0.3412
C  5.689  4.892  -0.005  -0.1115
C  3.297  4.521  -0.378  -0.1305
N  5.470  3.543  3.037  -0.3083
C  6.559  4.490  3.155  -0.1326
C  5.938  2.186  3.308  -0.1314
N  3.505  5.019  2.957  -0.2940
C  2.346  4.600  3.768  -0.1287
C  3.287  6.362  2.434  -0.1277
H  5.632  5.754  -0.675  0.0837
H  6.081  4.032  -0.566  0.0872
H  6.416  5.169  0.753  0.0493
H  2.380  4.965  0.033  0.0716
H  3.049  3.484  -0.645  0.0446
H  3.527  5.066  -1.294  0.0858
H  7.318  4.335  2.379  0.0766
H  7.052  4.374  4.124  0.0827
H  6.208  5.521  3.117  0.0770
H  6.569  1.794  2.501  0.0850
H  5.102  1.506  3.440  0.0644
H  6.512  2.178  4.236  0.0817
H  1.447  4.455  3.161  0.0791
H  2.127  5.339  4.538  0.0796
H  2.571  3.658  4.276  0.0782
H  2.517  6.419  1.658  0.0713
H  4.209  6.787  2.050  0.0757
H  2.970  6.994  3.267  0.0872

Calculated total energy = -104703.000 eV
LUMO = -4.518 eV
HOMO = -0.3650 Ha
Net charge = +1
HOMO-LUMO gap = 5.41 eV
Molar mass = 1049.6 g mol⁻¹

---

No. 4
Computed, not measured: the molecule C4H5N3, with ωB97M-V/def2-TZVPD.

Last column: Löwdin charge in e.
Cartesian coordinates (Å):
C  0.698  -0.059  -0.008  -0.3099
C  -0.357  -0.865  -0.001  0.0038
C  -1.495  0.024  0.015  -0.4220
C  0.208  1.286  0.031  -0.1564
H  2.530  0.656  -0.193  0.0996
H  2.553  -1.066  -0.199  0.0978
H  -0.402  -1.919  -0.126  0.1043
H  -2.967  -1.197  -0.017  0.0759
H  0.895  2.082  0.110  0.1039
N  2.119  -0.226  0.219  0.0931
N  -2.739  -0.182  0.155  0.1616
N  -1.042  1.465  0.013  0.1482

Calculated total energy = -8697.686 eV
SMILES = [H]/N=C1\C=C(N)C=N1
LUMO = -0.313 eV
Energy relative to the best compared isomer or geometry (same formula, charge and spin) = 205.2 kJ/mol
HOMO = -0.3387 Ha
HOMO-LUMO gap = 8.90 eV
Molar mass = 95.1 g mol⁻¹

---

No. 5
Computed, not measured: a structure of composition C4H5I3O, with ωB97M-V/def2-TZVPD.

Last column: Löwdin charge in e.
Cartesian coordinates (Å):
C  0.272  -0.635  -2.106  -0.0555
C  0.360  -1.145  -0.894  -0.8354
C  0.030  0.156  1.752  -0.0967
C  1.355  -0.928  0.152  -1.0212
O  1.047  -0.770  1.420  -0.2766
I  -1.014  -2.689  -0.292  0.8955
I  3.088  -2.130  -0.030  0.9215
I  2.342  1.736  -0.430  0.2043
H  -0.488  -0.953  -2.796  0.0610
H  0.948  0.130  -2.442  0.0107
H  -0.140  0.056  2.820  0.1043
H  -0.898  -0.019  1.203  0.0698
H  0.393  1.164  1.516  0.0182

Calculated total energy = -30576.174 eV
LUMO (alpha / beta) = -1.813 / -1.816 eV
Energy relative to the best compared isomer or geometry (same formula, charge and spin) = 56.8 kJ/mol
HOMO (alpha / beta) = -0.3181 / -0.3180 Ha
HOMO-LUMO gap (alpha / beta) = 6.84 / 6.84 eV
Molar mass = 449.8 g mol⁻¹

---

- Which formula does entry 5 have?
  C4H5I3O

---

- Which formula does entry 3 have?
  C32H62F5I2N8O5P2

---

- What is the molar mass in the fourth record?
  95.1 g mol⁻¹

---

- Which value of molar mass does entry 5 give?
  449.8 g mol⁻¹